Run a
Below is a structure of composition C39H49As3N5O4ReS2Se, with properties calculated with ωB97M-V/def2-TZVPD.

Properties
HOMO (alpha / beta) = -9.77 / -9.77 eV
orbital gap (alpha / beta) = 5.05 / 5.28 eV
2S+1 = 2
net charge = +1
expectation value of S² = 0.806

Each line ends with the Löwdin charge.
Element x y z (Å)
Re 0.2752 -0.5241 -1.6047  1.397
C -0.3194 0.4255 4.6067  -0.308
As 0.9966 -0.3946 3.4132  1.149
C 1.9326 -1.3744 4.8389  -0.319
C 2.1409 1.2003 3.3823  -0.359
C 3.3294 1.1706 2.4188  -0.643
C 4.1830 -0.0847 2.6377  -0.070
C 2.9263 1.3413 0.9578  -0.302
As 2.5461 0.0184 -0.4468  1.148
C 3.8872 -1.3714 -0.4409  -0.260
C 3.4373 1.1145 -1.7964  -0.275
C 4.2536 2.3801 2.7188  -0.386
As 3.8403 4.3097 2.5137  1.145
C 1.9178 4.4854 2.8367  -0.349
C 3.7476 4.5037 0.5560  -0.353
H 0.1407 0.8074 5.5195  0.032
H -1.0504 -0.3380 4.8689  0.021
H -0.8305 1.2397 4.0919  0.010
H 2.4474 -0.7063 5.5314  0.024
H 2.6500 -2.0762 4.4144  0.010
H 1.1822 -1.9405 5.3922  0.019
H 2.5154 1.3728 4.3957  0.086
H 1.4758 2.0285 3.1376  0.039
H 3.6027 -0.9924 2.4566  0.054
H 4.5510 -0.1171 3.6650  0.094
H 5.0511 -0.0965 1.9737  0.083
H 3.7801 1.7931 0.4623  0.040
H 2.1043 2.0567 0.8754  0.055
H 4.8571 -0.9037 -0.2988  0.039
H 3.8548 -1.8524 -1.4195  0.023
H 3.6901 -2.1066 0.3271  0.012
H 4.4752 1.2532 -1.4988  0.044
H 2.9631 2.0914 -1.8937  0.030
H 3.4123 0.6026 -2.7589  0.025
H 5.1728 2.2876 2.1273  0.067
H 4.5704 2.2950 3.7612  0.063
H 1.6779 4.2060 3.8614  0.022
H 1.3059 3.9110 2.1366  -0.015
H 1.6886 5.5443 2.7096  0.021
H 4.6333 4.0632 0.0966  0.016
H 3.7479 5.5701 0.3318  0.014
H 2.8481 4.0593 0.1311  -0.003
O 1.5231 -2.5579 0.6640  -0.365
S 0.1397 -2.9086 0.6995  0.591
O -0.6371 -2.8891 1.8950  -0.310
N -0.5994 -1.9319 -0.4531  -0.249
C -1.9876 -2.1808 -0.7167  -0.235
C -2.8340 -3.0140 -0.0304  0.013
C -4.1931 -3.1429 -0.4030  -0.034
C -4.7192 -2.4361 -1.4410  -0.020
C -3.8755 -1.5657 -2.1701  -0.148
C -4.3238 -0.7721 -3.2416  0.029
C -3.4500 0.0489 -3.9034  -0.015
C -2.1166 0.0785 -3.4945  -0.074
N -1.6642 -0.6544 -2.4881  -0.019
C -2.5239 -1.4702 -1.8098  -0.162
C -0.0422 -4.5145 -0.0122  -0.287
C -0.5044 -5.5405 0.8016  -0.052
C -0.6120 -6.8175 0.2678  -0.054
C -0.2719 -7.0516 -1.0570  -0.059
C 0.1872 -6.0155 -1.8610  -0.053
C 0.3079 -4.7398 -1.3383  -0.049
H -2.4830 -3.5613 0.8322  0.101
H -4.8211 -3.8148 0.1666  0.120
H -5.7643 -2.5209 -1.7125  0.124
H -5.3680 -0.8169 -3.5298  0.132
H -3.7667 0.6719 -4.7274  0.118
H -1.3980 0.7065 -4.0033  0.111
H -0.7663 -5.3345 1.8311  0.119
H -0.9649 -7.6304 0.8899  0.113
H -0.3617 -8.0494 -1.4668  0.112
H 0.4584 -6.2034 -2.8924  0.112
H 0.6687 -3.9264 -1.9477  0.072
C -6.8676 1.2251 -0.4585  -0.037
C -5.3929 1.3996 -0.2034  -0.259
C -4.7160 2.5164 -0.6988  -0.026
C -3.3682 2.7058 -0.4479  -0.042
C -2.6837 1.7590 0.3093  -0.278
C -3.3338 0.6414 0.8191  -0.041
C -4.6857 0.4729 0.5556  -0.029
S -0.9524 1.8954 0.5695  0.604
O -0.5719 0.9236 1.5452  -0.373
O -0.5769 3.2743 0.6812  -0.271
N -0.3925 1.3318 -0.8733  -0.246
C 0.0592 2.1018 -1.9404  -0.395
C -0.0167 3.4609 -2.2450  0.014
C 0.5037 3.8623 -3.4596  -0.027
C 1.0759 2.9399 -4.3429  -0.044
C 1.1371 1.6224 -3.9634  -0.132
N 0.6557 1.2316 -2.7776  -0.110
H -7.1297 1.5119 -1.4776  0.081
H -7.4489 1.8573 0.2158  0.092
H -7.1810 0.1943 -0.2959  0.076
H -5.2599 3.2524 -1.2808  0.122
H -2.8582 3.5870 -0.8197  0.112
H -2.7802 -0.0781 1.4098  0.117
H -5.2018 -0.3927 0.9570  0.120
H -0.4396 4.1584 -1.5392  0.107
H 0.4659 4.9100 -3.7298  0.121
H 1.4796 3.2462 -5.2967  0.115
H 1.5863 0.8571 -4.5836  0.125
Se 2.9326 -3.1617 -4.6192  0.775
C 1.9134 -2.2930 -3.5564  -0.917
N 1.2004 -1.7102 -2.7889  -0.174

Run b
Below is a structure of composition C39H49As3N5O4ReS2Se, with properties calculated with ωB97M-V/def2-TZVPD.

Properties
HOMO (alpha / beta) = -10.48 / -10.58 eV
orbital gap (alpha / beta) = 5.38 / 5.88 eV
2S+1 = 2
net charge = +1
expectation value of S² = 1.158

Each line ends with the Löwdin charge.
Element x y z (Å)
Re 0.4241 -0.0913 0.7594  1.210
C 0.0015 1.0852 4.1752  -0.224
As 0.4950 1.7985 2.4401  1.093
C -0.2298 3.6286 2.5725  -0.222
C 2.4169 2.1556 2.8766  -0.300
C 3.3575 2.7094 1.7864  -0.666
C 2.6039 3.7651 0.9866  -0.081
C 3.8437 1.6008 0.8413  -0.285
As 2.5273 0.6768 -0.3385  1.096
C 3.7170 -0.6876 -1.0498  -0.245
C 2.3948 1.8261 -1.9156  -0.238
C 4.5801 3.2776 2.5304  -0.368
As 6.0693 4.4204 1.7865  1.142
C 5.1339 6.1566 1.6447  -0.348
C 6.1923 4.0667 -0.1568  -0.358
H 0.2545 1.7961 4.9700  0.056
H 0.5422 0.1528 4.3457  0.025
H -1.0687 0.8793 4.1930  0.019
H 0.4086 4.1932 3.2572  0.046
H -1.2294 3.5324 2.9899  0.033
H -0.2939 4.1417 1.6138  0.031
H 2.8341 1.2305 3.2849  0.066
H 2.3678 2.8774 3.7049  0.084
H 1.7071 3.2895 0.5679  0.034
H 3.2148 4.1495 0.1737  0.070
H 2.3091 4.5894 1.6340  0.091
H 4.3107 0.8049 1.4344  0.086
H 4.6153 2.0118 0.1792  0.062
H 4.4898 -0.2269 -1.6738  0.052
H 3.1349 -1.3777 -1.6657  0.002
H 4.1991 -1.2416 -0.2421  0.040
H 3.3749 2.2589 -2.1430  0.044
H 1.6635 2.6250 -1.7940  0.026
H 2.0835 1.1914 -2.7484  0.035
H 5.0981 2.4345 2.9974  0.064
H 4.2284 3.9004 3.3581  0.063
H 4.6347 6.3937 2.5822  0.016
H 4.4118 6.1834 0.8323  0.009
H 5.8787 6.9313 1.4652  0.015
H 6.6472 3.0977 -0.3504  0.012
H 6.8600 4.8272 -0.5611  0.020
H 5.2405 4.1391 -0.6783  -0.001
O -3.2154 -0.0727 3.1566  -0.256
S -2.6603 0.3356 1.9005  0.631
O -1.9775 1.6145 1.9287  -0.457
N -1.5381 -0.7291 1.3520  -0.225
C -1.8613 -2.0515 1.3036  -0.287
C -3.1053 -2.5806 1.6274  -0.011
C -3.3300 -3.9564 1.5707  -0.051
C -2.3413 -4.8352 1.2058  -0.021
C -1.0755 -4.3515 0.8305  -0.148
C -0.0018 -5.1768 0.4398  0.032
C 1.2006 -4.6106 0.1149  -0.004
C 1.3223 -3.2162 0.1378  -0.128
N 0.3335 -2.4304 0.4789  -0.002
C -0.8455 -2.9521 0.8570  -0.180
C -3.9486 0.5780 0.6769  -0.264
C -3.9715 -0.0895 -0.5290  -0.071
C -4.9302 0.2413 -1.4734  -0.060
C -5.8502 1.2387 -1.1977  -0.058
C -5.8228 1.9065 0.0176  -0.049
C -4.8653 1.5750 0.9614  -0.048
H -3.8951 -1.9309 1.9649  0.102
H -4.3047 -4.3307 1.8431  0.116
H -2.5161 -5.8994 1.2000  0.119
H -0.1438 -6.2476 0.4182  0.128
H 2.0543 -5.2076 -0.1564  0.122
H 2.2596 -2.7476 -0.1154  0.094
H -3.2518 -0.8639 -0.7350  0.084
H -4.9540 -0.2792 -2.4199  0.116
H -6.6010 1.4901 -1.9318  0.112
H -6.5463 2.6795 0.2275  0.114
H -4.8135 2.0741 1.9160  0.122
C -4.2599 -5.7682 -3.2597  -0.040
C -3.1228 -4.7996 -3.1961  -0.261
C -3.0662 -3.8163 -2.2171  -0.020
C -1.9720 -2.9704 -2.1371  -0.070
C -0.9462 -3.0805 -3.0495  -0.261
C -0.9946 -4.0329 -4.0508  -0.037
C -2.0753 -4.8942 -4.1111  -0.017
S 0.5068 -2.0353 -2.9377  0.614
O 1.5982 -2.8470 -2.4621  -0.314
O 0.7055 -1.3676 -4.1971  -0.285
N 0.2313 -0.9430 -1.7560  -0.143
C -0.6000 0.0797 -1.9180  -0.453
C -1.3975 0.3508 -3.0506  0.002
C -2.1485 1.4927 -3.0737  -0.037
C -2.1058 2.3735 -1.9859  -0.051
C -1.3450 2.0315 -0.8973  -0.144
N -0.6390 0.8992 -0.8372  -0.092
H -5.0663 -5.4837 -2.5891  0.078
H -3.9111 -6.7600 -2.9742  0.090
H -4.6479 -5.8396 -4.2733  0.086
H -3.8762 -3.7148 -1.5095  0.112
H -1.8976 -2.2333 -1.3538  0.073
H -0.1846 -4.0991 -4.7588  0.124
H -2.1190 -5.6600 -4.8701  0.122
H -1.3718 -0.3432 -3.8719  0.106
H -2.7693 1.7189 -3.9250  0.121
H -2.6602 3.2948 -1.9911  0.112
H -1.2974 2.6613 -0.0163  0.093
Se 3.3379 -2.2166 4.0045  0.752
C 2.2833 -1.4518 2.8899  -0.932
N 1.5630 -0.8927 2.1382  -0.208

Going by the computed energies, the most stable comes first: run a, run b.

Run a
Below is the molecule C5H16N4, with properties calculated with ωB97M-V/def2-TZVPD.

Properties
HOMO = -7.16 eV
orbital gap = 8.20 eV
2S+1 = 1
structure (SMILES) = CN(C)N(C)C(C)(N)N

Each line ends with the Löwdin charge.
Element x y z (Å)
C -2.2230 0.7490 -0.3381  -0.093
N -0.8339 1.2054 -0.2156  -0.228
C -0.5967 1.8176 1.0863  -0.105
N 0.0854 0.2072 -0.6575  -0.150
C 0.3138 0.1644 -2.1270  -0.074
C 0.8563 -0.7251 0.2025  -0.651
C -0.0408 -1.5388 1.1350  -0.029
N 1.8468 0.0096 0.9282  0.071
N 1.6039 -1.6531 -0.6057  0.058
H -2.4517 -0.0496 0.3751  0.068
H -2.4188 0.3694 -1.3466  0.077
H -2.9203 1.5765 -0.1698  0.079
H -0.7643 1.1409 1.9260  0.060
H 0.4216 2.2124 1.1464  0.071
H -1.2616 2.6789 1.2204  0.081
H 1.3873 0.2301 -2.3275  0.063
H -0.0978 -0.7662 -2.5259  0.065
H -0.1759 1.0154 -2.6116  0.078
H 0.5440 -2.3014 1.6627  0.080
H -0.8252 -2.0539 0.5707  0.082
H -0.5200 -0.9274 1.9012  0.058
H 2.0666 -0.1837 1.8994  0.085
H 2.1948 0.8881 0.5580  0.084
H 1.2300 -2.5649 -0.8507  0.084
H 2.5795 -1.5010 -0.8359  0.086

Run b
Below is a structure of composition C5H16N4, with properties calculated with ωB97M-V/def2-TZVPD.

Properties
HOMO = -7.89 eV
orbital gap = 8.83 eV
2S+1 = 1

Each line ends with the Löwdin charge.
Element x y z (Å)
C 3.1081 -0.1799 -1.6111  -0.116
C 1.8723 -0.7131 0.3986  -0.110
N 1.8214 -0.1117 -0.9292  -0.342
N 0.7821 -0.7460 -1.6803  0.010
H 0.6213 -0.1938 -2.5168  0.088
H 1.0688 -1.6848 -1.9809  0.086
H 3.4482 -1.2199 -1.7655  0.080
H 0.8961 -0.6207 0.8736  0.046
H 3.8598 0.3453 -1.0204  0.079
H 3.0355 0.3086 -2.5844  0.076
H 2.6113 -0.1792 0.9974  0.082
H 2.1638 -1.7778 0.3595  0.081
C -2.1997 0.3423 2.3258  -0.168
C -1.0227 1.5246 0.5926  -0.195
N -1.1933 0.3495 1.2893  -0.196
C -2.0965 -0.1329 -0.4022  -0.184
N -3.3170 -0.3154 -0.3945  0.080
H -3.7266 -0.8646 0.3624  0.057
H -1.1589 -0.4941 -0.8120  0.065
H -1.7143 0.2850 3.3053  0.072
H -2.8386 -0.5486 2.2290  0.058
H -2.8685 1.2154 2.3262  0.074
H -1.5645 1.2786 -0.5542  0.106
H -1.6002 2.4095 0.8867  0.093
H 0.0121 1.7237 0.3050  0.077

Going by the computed energies, the most stable comes first: run a, run b.